(1)
Here is one molecule with the formula C21H24O4 from the Open Molecules 2025 dataset. Energies are from wB97M-V/def2-TZVPD.

The value obtained for the HOMO energy is -8.61 eV. Its energy above the lowest of the compared OMol25 structures with the same formula, charge and spin is 0.00 kJ/mol. As for the orbital gap: 9.23 eV. The charge is 0. Its spin multiplicity is 1. The total energy is -30356.470 eV. The SMILES is CCOc1ccc(C(=O)CCCC(=O)c2ccc(OCC)cc2)cc1.

Cartesian coordinates (Å):
C -6.4145 -3.4091 0.3096
C -7.1581 -2.1058 0.0334
O -6.4537 -1.2573 -0.8529
C -5.3872 -0.5475 -0.4136
C -4.9430 -0.4718 0.9051
C -3.8484 0.3084 1.2140
C -3.1622 1.0328 0.2398
C -3.6146 0.9533 -1.0799
C -4.7051 0.1780 -1.3972
H -5.0614 0.1096 -2.4132
H -3.1120 1.4906 -1.8681
C -1.9970 1.8392 0.6700
O -1.6038 1.8077 1.8197
C -1.3407 2.7004 -0.3852
C -0.1656 3.5190 0.1485
C 1.0138 2.6440 0.5723
C 1.6761 1.9319 -0.5854
O 1.2830 2.0473 -1.7297
C 2.8472 1.0846 -0.2623
C 3.5373 0.4959 -1.3215
C 4.6411 -0.3053 -1.1142
C 5.0859 -0.5433 0.1848
C 4.3977 0.0409 1.2544
C 3.3002 0.8403 1.0371
H 2.7927 1.2679 1.8869
H 4.7537 -0.1560 2.2535
O 6.1500 -1.3081 0.5181
C 6.8928 -1.9472 -0.5035
C 8.0042 -2.7417 0.1638
H 8.6440 -2.0759 0.7362
H 7.5789 -3.4784 0.8397
H 8.5994 -3.2494 -0.5896
H 6.2401 -2.6171 -1.0798
H 7.3179 -1.1973 -1.1846
H 5.1462 -0.7381 -1.9634
H 3.1857 0.6850 -2.3250
H 0.6660 1.9013 1.2925
H 1.7680 3.2603 1.0675
H 0.1627 4.2085 -0.6316
H -0.4970 4.0999 1.0113
H -0.9899 2.0604 -1.1968
H -2.0992 3.3719 -0.7948
H -3.4993 0.3717 2.2343
H -5.4409 -1.0097 1.6966
H -7.3917 -1.5818 0.9680
H -8.0971 -2.3171 -0.4857
H -7.0189 -4.0471 0.9485
H -5.4625 -3.2183 0.7990
H -6.2208 -3.9274 -0.6262

***

(2)
Here is one molecule with the formula C5H8O3S at a distorted geometry from the Open Molecules 2025 dataset. Energies are from wB97M-V/def2-TZVPD.

The value obtained for the HOMO energy (alpha / beta) is -8.97 / -8.97 eV. Its energy above the lowest of the compared OMol25 structures with the same formula, charge and spin is 520.90 kJ/mol. As for the orbital gap (alpha / beta): 9.05 / 9.05 eV. The charge is 0. Its spin multiplicity is 1. The total energy is -22287.057 eV.

Cartesian coordinates (Å):
C 1.0114 -1.3396 -0.4406
C 0.8372 0.7924 1.2920
C -0.4463 -1.1318 -0.5881
C -1.0088 0.0583 0.0428
C -2.0963 0.9977 -0.2336
O 1.6794 1.2148 -1.1627
O 3.1019 -0.0622 0.4909
O -1.1725 -1.1959 0.5962
S 1.8491 0.2676 -0.0548
H 1.1799 -2.1217 0.3341
H 1.5910 -1.5273 -1.4576
H 0.6783 1.7893 1.6048
H 0.7468 0.0561 2.1409
H -0.8512 -1.5753 -1.4517
H -2.2259 1.1121 -1.3407
H -1.7185 2.0756 -0.0368
H -3.1554 0.5897 0.2649

***

(3)
Here is C28H29ClN3OS2Si2W as an isolated structure at a distorted geometry from the Open Molecules 2025 dataset. Energies are from wB97M-V/def2-TZVPD.

The value obtained for the HOMO energy (alpha / beta) is -0.79 / -0.98 eV. Its energy above the lowest of the compared OMol25 structures with the same formula, charge and spin is 69.79 kJ/mol. As for the orbital gap (alpha / beta): 5.20 / 5.38 eV. The charge is -2. Its spin multiplicity is 2. Its expectation value of S² is 0.76. The total energy is -87801.362 eV.

Cartesian coordinates (Å):
W -0.6191 -0.2036 -0.1121
C 2.7238 0.3538 1.6232
Si 1.6602 -0.9772 0.7600
C 2.8974 -1.7385 -0.4771
C 1.3885 -2.3559 2.0679
C 2.4719 -2.9192 2.7486
C 2.3049 -3.9277 3.6871
C 1.0274 -4.4017 3.9594
C -0.0583 -3.8564 3.2893
C 0.0941 -2.8335 2.3482
Si -1.4251 -2.1125 1.4355
C -2.2100 -3.6034 0.5393
C -2.7712 -1.8092 2.7493
H 3.6303 -0.0812 2.0606
H 2.1581 0.8543 2.4115
H 3.0366 1.1030 0.8870
H 3.7658 -2.1563 0.0460
H 3.2600 -0.9711 -1.1683
H 2.4404 -2.5340 -1.0689
H 3.4769 -2.5609 2.5391
H 3.1643 -4.3451 4.2027
H 0.8807 -5.1916 4.6895
H -1.0532 -4.2354 3.5088
H -2.3835 -4.4061 1.2648
H -1.5936 -3.9954 -0.2686
H -3.1787 -3.3148 0.1195
H -3.0057 -2.7443 3.2702
H -3.6835 -1.4666 2.2502
H -2.4859 -1.0600 3.4845
O 0.1451 0.5495 -1.9081
C 1.2439 1.1131 -2.2769
C 2.0378 0.5687 -3.3104
C 3.1913 1.1959 -3.7262
C 3.6025 2.3954 -3.1373
C 2.8337 2.9416 -2.1267
C 1.6642 2.3246 -1.6797
C 0.8479 2.8922 -0.6116
N -0.3024 2.4375 -0.1352
C -0.6847 3.3008 0.8609
C 0.2296 4.2922 0.9970
N 1.1990 4.0272 0.0531
H 1.7108 -0.3713 -3.7387
H 3.7885 0.7478 -4.5126
H 4.5102 2.8895 -3.4609
H 3.1605 3.8774 -1.6824
H -1.5835 3.1250 1.4274
H 0.2956 5.1286 1.6695
H 2.0596 4.5259 -0.0648
Cl -4.1622 1.4730 0.9545
C -3.6113 1.9909 -0.6220
C -3.7972 3.3222 -0.9558
C -3.3723 3.7944 -2.1873
C -2.7713 2.9049 -3.0728
C -2.5943 1.5810 -2.7264
C -2.9930 1.0607 -1.4774
C -2.6944 -0.3235 -1.1051
H -4.2659 3.9826 -0.2368
H -3.5000 4.8391 -2.4448
H -2.4243 3.2538 -4.0394
H -2.0921 0.9055 -3.4079
H -2.5933 -0.9589 -1.9853
H -3.4459 -0.7247 -0.4254
S 0.2028 -3.9591 -3.2610
C -0.0945 -2.8267 -2.1179
N -0.3048 -2.0182 -1.3078
S -0.6757 0.8400 3.2417
C -0.6734 0.3919 1.6934

***

(4)
Here is a 2-piece molecular cluster, C2H7NS2 overall at a distorted geometry from the Open Molecules 2025 dataset. Energies are from wB97M-V/def2-TZVPD.

The value obtained for the HOMO energy (alpha / beta) is -8.08 / -8.08 eV. Its energy above the lowest of the compared OMol25 structures with the same formula, charge and spin is 213.58 kJ/mol. As for the orbital gap (alpha / beta): 8.06 / 8.07 eV. The charge is 0. Its spin multiplicity is 1. The total energy is -25345.834 eV. The SMILES is C=[N+](C)[S-].S.

Cartesian coordinates (Å):
C -0.8541 0.8720 -0.8786
C -0.0420 0.2589 1.2442
N -0.7609 -0.0347 0.2115
S 2.1900 -0.9553 -0.4170
S -1.4638 -1.4696 -0.0776
H -0.2504 1.7869 -0.5461
H -0.3970 0.4789 -1.7322
H -1.8137 1.2059 -1.0399
H -0.1488 -0.4569 2.0878
H 0.3836 1.2591 1.3838
H 2.2241 -1.9411 0.4593
H 0.9331 -1.0042 -0.6951

***

(5)
Here is a 2-piece molecular cluster, C2H3N5O2 overall at a distorted geometry from the Open Molecules 2025 dataset. Energies are from wB97M-V/def2-TZVPD.

The value obtained for the HOMO energy is -9.72 eV. Its energy above the lowest of the compared OMol25 structures with the same formula, charge and spin is 514.01 kJ/mol. As for the orbital gap: 9.81 eV. The charge is 0. Its spin multiplicity is 1. The total energy is -13661.163 eV.

Cartesian coordinates (Å):
C 0.5004 -0.7567 -0.1956
C 0.2211 2.1190 0.2032
H 2.1943 -0.0628 -1.2543
H 2.1429 -1.8579 0.1287
H 0.1486 3.0692 0.6204
N 1.7722 -0.6554 -0.4444
N -0.1655 -1.8372 -0.4319
N -1.4693 -1.6740 -0.0975
N -1.5888 -0.5225 0.4027
N -0.4491 -0.0403 0.4185
O -0.4478 1.2891 0.9582
O 1.0088 1.6837 -0.7673